Below is 2 unconnected molecules or ions with the total composition C14H29BFNO8, with properties calculated with ωB97M-V/def2-TZVPD.

The geometry in ORCA input format:
```
! wB97M-V def2-TZVPD RIJCOSX def2/J DEFGRID3
* xyz 0 1
C 1.613 -0.990 0.847
C 1.548 -2.174 -0.135
C 1.066 -1.808 -1.543
N -0.374 -1.961 -1.748
C -1.221 -0.981 -1.193
F -1.376 -1.251 0.154
O -2.506 -1.112 -1.791
C -3.119 0.109 -1.882
O -4.160 0.262 -2.460
C -2.257 1.143 -1.179
C -2.646 1.355 0.300
B -2.170 2.763 0.848
O -2.695 3.965 0.423
O -1.231 2.793 1.854
C -0.893 0.517 -1.409
O -0.497 0.563 -2.775
C -0.431 1.852 -3.363
C 0.615 2.762 -2.762
O 0.140 3.295 -1.541
C 1.138 4.000 -0.806
C 1.953 3.070 0.083
H 1.918 -0.076 0.335
H 0.677 -0.839 1.382
H 2.372 -1.191 1.609
H 0.923 -2.968 0.277
H 2.564 -2.567 -0.223
H 1.437 -0.809 -1.805
H 1.535 -2.498 -2.248
H -0.611 -2.116 -2.715
H -2.346 2.120 -1.652
H -2.269 0.579 0.958
H -3.741 1.318 0.354
H -2.870 4.014 -0.521
H -0.647 3.553 1.791
H -0.094 0.895 -0.768
H -1.400 2.357 -3.367
H -0.165 1.679 -4.409
H 0.788 3.581 -3.477
H 1.560 2.218 -2.650
H 1.806 4.499 -1.519
H 0.615 4.750 -0.213
H 1.379 2.735 0.948
H 2.287 2.196 -0.481
H 2.841 3.595 0.439
C 0.585 -4.265 4.587
C 0.662 -4.255 3.076
O 1.462 -5.345 2.612
O 1.881 -4.195 5.158
H 0.016 -3.409 4.949
H 0.087 -5.185 4.926
H 1.164 -3.350 2.736
H -0.336 -4.296 2.628
H 0.971 -6.160 2.758
H 2.452 -4.738 4.600
*
```

Computed properties:
- Kohn-Sham gap: 10.1 eV
- Structure (SMILES): CCCN[C@]1(F)OC(=O)[C@@H](CB(O)O)[C@@H]1OCCOCC.OCCO
- HOMO energy: -9.634 eV